Computed, not measured: an isolated molecule of C6H15N, with ωB97M-V with the def2-TZVPD basis set.

## Properties
Calculated total energy in hartree: -292.27779
SMILES: CCCNC(C)C
Relative energy (zero: lowest compared OMol25 entry of this formula, charge and spin) in kJ/mol: 239.55
Frontier orbital gap in hartree: 0.359

Atoms and positions in Å:
1 C -0.79668 2.29018 2.00789
2 C -0.78694 0.93844 1.42239
3 C 0.62057 0.66026 0.98463
4 N 0.93850 -0.59061 0.22823
5 C 0.36206 -0.71995 -1.11117
6 C 1.34407 -1.55139 -2.01526
7 C -1.03350 -1.41073 -1.09658
8 H -0.61179 2.25029 3.00502
9 H 0.05306 2.94669 1.56868
10 H -1.67168 2.98442 2.00463
11 H -1.42921 0.14301 2.01378
12 H -1.23903 0.99268 0.41068
13 H 1.33687 0.78901 1.73507
14 H 1.00429 1.51799 0.34122
15 H 0.70896 -1.28188 0.80514
16 H 0.44052 0.21625 -1.65177
17 H 1.03638 -1.77496 -3.01993
18 H 2.16206 -0.95514 -2.35744
19 H 1.62894 -2.47367 -1.75997
20 H -1.37468 -1.40928 -2.09969
21 H -0.87394 -2.52742 -0.89779
22 H -1.81884 -1.03420 -0.51776

Force components x, y, z for each atom (eV/Å):
0.3 3.5 -1.6
-2.2 -1.2 -1.9
1.5 -0.3 -2.4
0.9 4.9 -1.9
0.5 -1.9 -0.1
-1.5 3.2 -1.5
2.2 -1.9 -1.1
1.0 -0.2 3.2
-1.3 -1.1 0.6
0.1 -1.1 -0.7
1.8 1.4 -1.0
-0.7 -0.1 0.6
1.0 -0.5 1.9
-1.1 -0.9 0.2
-1.1 -4.0 2.4
-0.8 0.7 0.5
-1.7 0.1 -0.7
1.2 0.5 0.9
1.3 -3.4 2.1
-0.6 0.0 -1.2
-0.2 1.5 0.2
-0.8 0.8 1.3

natural (NBO) atomic charge list, values in e, 6 entries: -0.61, -0.44, -0.21, -0.62, -0.05, -0.61